Run i
This record from the OMol25 dataset describes a 4-piece molecular cluster, C4H16O4 overall. The level of theory is wB97M-V/def2-TZVPD.

The geometry in XYZ format:
```
24
Properties=species:S:1:pos:R:3
C -17.494 -11.327 -10.262
O -16.673 -12.313 -9.616
H -18.257 -11.139 -9.504
H -16.864 -10.482 -10.534
H -17.965 -11.722 -11.168
H -17.088 -12.699 -8.850
C -17.323 -9.845 -16.331
O -16.938 -8.817 -17.222
H -16.437 -10.231 -15.813
H -18.032 -9.553 -15.556
H -17.802 -10.697 -16.832
H -16.156 -9.147 -17.669
C -10.722 -14.025 -12.824
O -10.317 -14.845 -13.900
H -9.843 -13.399 -12.648
H -11.554 -13.319 -12.925
H -10.905 -14.626 -11.927
H -10.986 -15.504 -14.107
C -15.091 -12.465 -13.315
O -14.809 -11.742 -12.132
H -14.669 -11.905 -14.154
H -14.505 -13.391 -13.298
H -16.120 -12.692 -13.601
H -15.419 -12.046 -11.450
```

Properties
SMILES string: CO.CO.CO.CO
HOMO energy (eV): -10.3

Atomic partial charges in e from the Löwdin method, atoms 1 to 5: C -0.135; O -0.138; H 0.083; H 0.082; H 0.077

Run ii
This record from the OMol25 dataset describes a 4-piece molecular cluster, C4H16O4 overall. The level of theory is wB97M-V/def2-TZVPD.

The geometry in XYZ format:
```
24
Properties=species:S:1:pos:R:3
C -0.023 -1.724 -0.778
C -0.214 -0.253 -0.992
C -1.301 0.369 -0.075
C -1.515 1.822 -0.465
O -0.893 0.255 1.274
H -0.628 -2.406 -1.389
H -0.312 -1.942 0.243
H 1.022 -1.987 -0.940
H 0.763 0.097 -0.626
H -0.329 0.083 -2.023
H -2.213 -0.236 -0.138
H -2.318 2.334 0.044
H -0.610 2.423 -0.305
H -1.741 1.863 -1.529
H -0.343 0.980 1.586
O 2.795 -0.559 4.837
H 3.422 -0.850 4.148
H 3.097 -0.043 5.582
O -3.676 1.578 1.864
H -4.104 1.059 1.191
H -2.922 1.022 2.128
O 3.717 -1.021 -4.366
H 4.301 -1.718 -3.996
H 4.025 -1.145 -5.276
```

Properties
SMILES string: CC[C@H](C)O.O.O.O
HOMO energy (eV): -10.2

Atomic partial charges in e from the Löwdin method, atoms 1 to 5: C -0.118; C -0.222; C -0.450; C -0.058; O -0.058

Most stable = run ii

Run i
This record from the OMol25 dataset describes a 4-piece molecular cluster, C4H16O4 overall. The level of theory is wB97M-V/def2-TZVPD.

The geometry in XYZ format:
```
24
Properties=species:S:1:pos:R:3
C 1.454 1.606 0.263
C 0.149 0.864 0.403
C -0.461 0.291 -0.829
C -1.988 0.160 -0.645
O -0.064 -1.093 -1.138
H 1.450 2.293 -0.600
H 2.311 0.962 -0.036
H 1.839 2.102 1.152
H 0.457 0.061 1.122
H -0.621 1.430 0.890
H -0.322 0.952 -1.713
H -2.437 -0.647 -1.227
H -2.133 -0.190 0.378
H -2.395 1.115 -1.070
H 0.895 -1.043 -1.029
O 1.458 -2.412 0.902
H 2.158 -2.121 0.306
H 0.804 -1.803 1.245
O -2.077 -1.350 -3.570
H -1.364 -1.155 -2.937
H -2.491 -2.098 -3.122
O 1.181 1.017 3.556
H 0.365 0.523 3.625
H 1.832 0.535 4.075
```

Properties
SMILES string: CC[C@H](C)O.O.O.O
HOMO energy (eV): -10.7

Atomic partial charges in e from the Löwdin method, atoms 1 to 5: C -0.103; C -0.247; C -0.419; C -0.049; O -0.071

Run ii
This record from the OMol25 dataset describes a 4-piece molecular cluster, C4H16O4 overall. The level of theory is wB97M-V/def2-TZVPD.

The geometry in XYZ format:
```
24
Properties=species:S:1:pos:R:3
C -2.523 2.835 0.096
O -3.430 2.665 1.152
H -1.923 3.749 0.189
H -1.875 1.965 0.048
H -3.018 2.917 -0.884
H -4.091 3.359 1.089
C -2.080 -0.402 2.942
O -1.362 -1.280 2.109
H -2.914 -0.965 3.358
H -1.451 -0.016 3.753
H -2.487 0.464 2.406
H -0.675 -0.774 1.655
C 1.992 0.174 0.187
O 0.707 0.177 0.808
H 2.393 1.184 0.087
H 2.668 -0.319 0.887
H 1.980 -0.408 -0.733
H 0.093 0.692 0.276
C 2.963 -2.480 -2.921
O 3.477 -2.880 -4.189
H 3.123 -1.411 -2.816
H 1.971 -2.852 -2.673
H 3.614 -2.963 -2.174
H 2.845 -3.434 -4.651
```

Properties
SMILES string: CO.CO.CO.CO
HOMO energy (eV): -9.6

Atomic partial charges in e from the Löwdin method, atoms 1 to 5: C -0.174; O -0.112; H 0.081; H 0.058; H 0.082

Most stable = run i

Run i
This record from the OMol25 dataset describes one molecule with the formula C3H4ClF. The level of theory is wB97M-V/def2-TZVPD.

The geometry in XYZ format:
```
9
Properties=species:S:1:pos:R:3
C 0.206 0.250 -0.173
C -1.128 0.643 -0.555
C 0.728 -0.613 1.104
F -1.450 1.913 -0.668
Cl 2.297 -1.303 0.747
H 0.496 -0.533 -0.910
H 0.847 1.044 -0.297
H -1.977 -0.030 -0.633
H -0.018 -1.371 1.384
```

Properties
HOMO energy (spin up / spin down) (eV): -8.0 / -8.9

Atomic partial charges in e from the Löwdin method, atoms 1 to 5: C -0.271; C -0.160; C -0.470; F 0.037; Cl 0.543

Run ii
This record from the OMol25 dataset describes one molecule with the formula C3H4ClF. The level of theory is wB97M-V/def2-TZVPD.

The geometry in XYZ format:
```
9
Properties=species:S:1:pos:R:3
F 0.495 -0.967 -1.553
C 0.519 -0.385 -0.372
Cl 2.117 -0.915 0.931
C -0.117 0.911 -0.196
C -0.708 -0.328 0.422
H -0.482 1.325 -1.087
H 0.398 1.565 0.346
H -0.611 -0.418 1.514
H -1.611 -0.788 -0.004
```

Properties
SMILES string: FC1(Cl)CC1
HOMO energy (eV): -10.6

Atomic partial charges in e from the Löwdin method, atoms 1 to 5: F 0.085; C -0.625; Cl 0.319; C -0.074; C -0.104

Most stable = run ii